1.
Molecular formula: C13H20N
Method: DFT, ωB97M-V/def2-TZVPD

## Properties
spin multiplicity	1
net charge	+1
orbital gap	10.50	eV

```
34
Properties=species:S:1:pos:R:3:lowdin_charge:R:1
C -0.586 -1.636 -1.868 0.1171
C 0.299 -0.719 -2.232 0.0929
C 0.674 -2.360 1.104 0.1183
C -1.746 1.310 -1.008 -0.0919
C -3.084 0.770 -0.489 -0.1109
C 3.527 1.415 0.226 -0.0878
C 2.201 1.617 -0.436 -0.1134
C -0.989 0.315 -0.089 -0.2300
C 2.360 0.551 0.609 -0.2765
C -2.346 -0.207 0.449 -0.3185
C -0.205 -0.651 -0.878 -0.1775
C -2.578 0.023 1.929 -0.0529
C 2.374 -0.921 0.231 -0.1385
N 1.058 -1.481 0.296 -0.0150
H -1.187 -2.481 -2.109 0.1241
H 0.939 -0.315 -2.979 0.1206
H 1.358 -2.818 1.812 0.1146
H -0.355 -2.686 1.105 0.1071
H -1.575 1.162 -2.072 0.1100
H -1.549 2.352 -0.769 0.1176
H -3.686 1.506 0.036 0.1158
H -3.699 0.290 -1.244 0.1141
H 4.324 0.972 -0.348 0.1100
H 3.868 2.148 0.939 0.1101
H 1.629 2.498 -0.192 0.1081
H 2.111 1.318 -1.468 0.0929
H -0.382 0.810 0.665 0.1360
H 1.918 0.730 1.582 0.1401
H -2.528 -1.254 0.200 0.1335
H -2.407 1.065 2.184 0.0887
H -1.915 -0.596 2.532 0.0729
H -3.604 -0.228 2.186 0.0884
H 3.050 -1.474 0.897 0.1398
H 2.734 -1.027 -0.799 0.1405
```



2.
Molecular formula: C13H20N2O3S
Method: DFT, ωB97M-V/def2-TZVPD

## Properties
spin multiplicity	1
net charge	0
SMILES	CCOC(=O)Cc1csc(NC(=O)C(C)(C)CC)n1
orbital gap	8.15	eV

```
39
Properties=species:S:1:pos:R:3:lowdin_charge:R:1
C -2.362 -1.095 -4.456 -0.0426
C -2.183 0.329 -4.830 -0.1710
O -1.925 0.964 -3.600 -0.0190
C -0.854 1.166 -2.776 -0.5230
O 0.201 0.812 -3.121 0.1694
C -1.107 1.682 -1.482 -0.0529
C -1.600 0.681 -0.467 -0.4744
C -2.834 0.228 -0.551 -0.2463
S -3.136 -1.014 0.899 0.9260
C -1.324 -0.719 1.305 -0.4859
N -0.866 -1.251 2.277 0.1018
C 0.491 -1.408 2.899 -0.2909
O 0.551 -2.016 3.885 0.1414
C 1.678 -0.216 2.526 -0.4335
C 2.726 -0.490 3.664 -0.0561
C 1.003 1.209 2.945 -0.0095
C 2.008 -0.639 1.111 -0.1630
C 3.387 0.290 0.634 -0.0031
N -0.607 0.286 0.341 0.0823
H -3.209 -1.508 -3.940 0.0833
H -2.465 -1.468 -5.297 -0.0187
H -1.509 -1.578 -3.835 0.1385
H -1.325 0.447 -5.334 0.0939
H -2.946 0.718 -5.328 0.0907
H -1.784 2.630 -1.589 0.1825
H -0.371 2.160 -1.076 0.0639
H -3.556 0.430 -1.189 0.0115
H -1.452 -1.950 2.633 0.1202
H 2.957 -1.662 3.451 0.1338
H 2.236 -0.393 4.717 0.1224
H 3.532 0.051 3.512 -0.0026
H 0.444 1.243 3.777 0.0215
H 1.855 1.935 2.872 0.0931
H 0.303 1.095 1.953 0.0985
H 1.152 -0.573 0.500 0.0322
H 2.428 -1.799 1.124 0.1598
H 2.823 1.202 0.761 0.0489
H 4.157 0.173 1.417 0.0690
H 3.484 0.052 -0.335 0.0080
```



3.
Molecular formula: C13H20N4O4
Method: DFT, ωB97M-V/def2-TZVPD

## Properties
spin multiplicity	1
net charge	0
SMILES	CC(NCCCN1CCOCC1)=C1C(=O)NC(=O)NC1=O
orbital gap	9.43	eV

```
41
Properties=species:S:1:pos:R:3:lowdin_charge:R:1
C -0.720 -2.597 0.307 0.0093
C -0.917 -1.156 0.617 -0.1927
N 0.003 -0.506 1.298 0.0871
C 1.275 -0.987 1.776 -0.1827
C 2.081 0.179 2.343 -0.1524
C 2.486 1.159 1.237 -0.1973
N 3.178 0.470 0.160 -0.1852
C 3.060 1.149 -1.120 -0.1640
C 3.700 0.278 -2.202 -0.1962
O 5.056 0.023 -1.923 -0.1301
C 5.190 -0.608 -0.672 -0.1972
C 4.584 0.237 0.448 -0.1637
C -2.082 -0.474 0.202 -0.0239
C -2.232 0.932 0.483 -0.3898
O -1.410 1.637 1.074 0.0334
N -3.393 1.536 0.047 0.1991
C -4.436 0.941 -0.626 -0.5216
O -5.423 1.542 -0.968 0.0911
N -4.235 -0.391 -0.863 0.1980
C -3.134 -1.171 -0.510 -0.4139
O -3.149 -2.347 -0.820 0.0543
H 0.220 -2.969 0.698 0.0733
H -0.761 -2.751 -0.769 0.1034
H -1.545 -3.176 0.719 0.1021
H -0.220 0.486 1.465 0.0988
H 1.123 -1.746 2.553 0.1286
H 1.849 -1.424 0.952 0.1174
H 2.968 -0.219 2.836 0.1052
H 1.492 0.712 3.091 0.1198
H 1.585 1.614 0.820 0.1118
H 3.098 1.967 1.668 0.1274
H 2.002 1.293 -1.349 0.1257
H 3.560 2.133 -1.106 0.1320
H 3.675 0.784 -3.168 0.1260
H 3.148 -0.672 -2.271 0.1258
H 6.260 -0.750 -0.513 0.1259
H 4.690 -1.589 -0.694 0.1257
H 4.677 -0.299 1.394 0.1191
H 5.140 1.189 0.525 0.1319
H -3.488 2.524 0.250 0.1700
H -4.973 -0.879 -1.357 0.1686
```



4.
Molecular formula: C13H20O3
Method: DFT, ωB97M-V/def2-TZVPD

## Properties
spin multiplicity	1
net charge	0
SMILES	CCCCCC1=C(C)C[C@@H](C(=O)OC)C1=O
orbital gap	9.89	eV

```
36
Properties=species:S:1:pos:R:3:lowdin_charge:R:1
C -1.890 -2.615 4.098 -0.1358
C -1.065 -2.536 2.803 -0.2570
C -1.868 -1.704 1.746 -0.2197
C -0.884 -1.020 0.785 -0.1769
C 0.056 0.045 1.552 -0.1021
C 0.971 0.891 0.658 -0.0755
C 2.147 0.441 0.174 -0.2487
C 2.722 -0.849 0.468 -0.0451
C 2.867 1.456 -0.692 -0.0662
C 2.056 2.736 -0.523 -0.1598
C 1.688 3.415 -1.773 -0.3570
O 1.657 2.725 -2.811 0.0820
O 1.207 4.761 -1.668 -0.0540
C 1.141 5.480 -2.936 -0.0502
C 0.787 2.328 0.197 -0.2545
O -0.118 3.091 0.575 0.0850
H -1.385 -3.451 4.802 0.1055
H -3.032 -2.908 3.961 0.1117
H -1.801 -1.726 4.666 0.0341
H -1.052 -3.556 2.426 0.0983
H -0.072 -2.152 2.941 0.0787
H -2.464 -0.977 2.206 0.0864
H -2.461 -2.351 1.139 0.0978
H -0.314 -1.762 0.202 0.0996
H -1.503 -0.509 -0.053 0.1358
H -0.612 0.647 2.051 0.0827
H 0.649 -0.476 2.286 0.0899
H 1.983 -1.610 0.755 0.0720
H 3.409 -1.197 -0.420 0.1255
H 3.480 -0.747 1.331 0.1236
H 3.832 1.666 -0.393 0.0997
H 2.838 1.014 -1.732 0.1515
H 2.542 3.520 0.078 0.1787
H 2.195 5.684 -3.274 0.1039
H 0.771 4.916 -3.787 0.0776
H 0.570 6.381 -2.787 0.0826
```



5.
Molecular formula: C13H21AlCoI2NO3S2
Method: DFT, ωB97M-V/def2-TZVPD

## Properties
spin multiplicity	5
net charge	+4
orbital gap (alpha / beta)	7.47 / 5.29	eV
⟨S²⟩	6.065

```
44
Properties=species:S:1:pos:R:3:mulliken_spin:R:1
I -0.076 -2.558 1.855 1.1644
I -0.219 1.044 -4.142 1.0150
Al -0.007 1.038 -1.621 -0.0580
Co 0.080 -0.278 1.179 1.1809
S 1.210 -0.883 -0.999 0.0963
S -1.602 -0.458 -0.772 0.5420
C 1.559 0.571 1.707 -0.0191
C 3.030 -0.910 -1.172 -0.0261
C -3.367 -0.018 -0.672 -0.0445
C 3.378 -0.762 -2.653 0.0250
C 3.725 0.158 -0.336 0.0011
C 3.377 -2.315 -0.665 0.0167
C -3.985 -0.209 -2.061 0.0272
C -3.604 1.400 -0.164 0.0284
C -3.907 -1.064 0.311 0.0055
C 1.709 2.420 -1.575 0.0103
C -1.066 2.970 -1.360 0.0074
O 2.364 0.882 2.493 0.0150
O 2.606 3.131 -1.755 -0.0015
O -1.642 3.955 -1.437 0.0016
H 3.068 0.211 -3.051 -0.0085
H 2.885 -1.544 -3.240 -0.0014
H 4.468 -0.861 -2.764 0.0002
H 3.109 1.050 -0.188 0.0026
H 4.636 0.480 -0.862 -0.0015
H 4.022 -0.262 0.633 0.0021
H 2.989 -2.460 0.349 -0.0071
H 4.464 -2.448 -0.660 0.0008
H 2.917 -3.070 -1.312 -0.0008
H -5.058 0.023 -2.013 0.0169
H -3.863 -1.244 -2.396 0.0015
H -3.510 0.447 -2.798 -0.0016
H -4.458 1.373 0.529 0.0046
H -3.860 2.077 -0.988 -0.0011
H -2.742 1.803 0.375 -0.0088
H -4.981 -0.908 0.458 0.0010
H -3.389 -0.980 1.273 0.0016
H -3.734 -2.071 -0.084 -0.0011
C -0.022 0.006 5.572 -0.0024
C -0.163 0.085 4.138 0.0279
N -0.350 0.196 2.991 -0.0149
H 0.877 -0.513 5.907 0.0015
H -0.876 -0.517 5.989 -0.0003
H 0.004 1.010 5.981 0.0011
```



6.
Molecular formula: C13H21AuN2O6S
Method: DFT, ωB97M-V/def2-TZVPD

## Properties
spin multiplicity	1
net charge	0
orbital gap	9.25	eV

```
44
Properties=species:S:1:pos:R:3:lowdin_charge:R:1
Au -0.120 0.639 -0.453 0.8553
C -2.602 0.281 -2.939 -0.0031
C -2.640 -0.536 -1.700 -0.3463
N -1.779 -0.485 -0.697 -0.0335
C -2.167 -1.411 0.257 -0.1045
C -3.293 -2.030 -0.205 -0.0710
N -3.566 -1.465 -1.424 0.1829
C -4.214 -3.105 0.274 -0.5086
O -3.940 -3.642 1.423 0.1236
O -5.149 -3.404 -0.442 0.0804
C -1.400 -1.656 1.540 -0.6139
O -1.877 -2.559 2.279 0.0145
O -0.374 -0.994 1.745 -0.0565
H -1.785 0.996 -2.870 0.0574
H -3.538 0.823 -3.076 0.0879
H -2.439 -0.352 -3.812 0.0891
H -4.362 -1.753 -1.975 0.1747
H -3.075 -3.205 1.835 0.0546
C 2.994 3.786 1.851 -0.1344
C 3.368 2.311 1.833 -0.3948
S 1.915 1.311 1.525 0.9427
O 1.618 1.660 0.043 -0.6792
C 2.653 -0.322 1.494 -0.4060
C 2.784 -0.878 2.904 -0.1215
H 3.882 4.392 2.025 0.0780
H 2.277 3.999 2.644 0.0775
H 2.558 4.079 0.898 0.0727
H 3.762 1.977 2.796 0.0915
H 4.089 2.076 1.048 0.0996
H 3.595 -0.258 0.947 0.1016
H 1.942 -0.904 0.907 0.0364
H 3.467 -0.293 3.522 0.0652
H 3.176 -1.894 2.854 0.0811
H 1.804 -0.918 3.378 0.0737
C 2.742 -4.650 -0.877 -0.0239
C 1.720 -3.587 -0.560 -0.4883
C 0.511 -4.013 0.235 -0.0027
O 1.870 -2.441 -0.924 0.0393
H 3.113 -5.091 0.051 0.0872
H 3.566 -4.229 -1.448 0.0794
H 2.268 -5.456 -1.441 0.0873
H 0.502 -5.081 0.442 0.0834
H -0.393 -3.743 -0.313 0.0900
H 0.484 -3.458 1.174 0.0813
```